(i)
Density functional theory data (wB97M-V/def2-TZVPD) for a single C3H10N2S molecule.

As for the structure (SMILES): NC[C@@H](N)CS. Its highest occupied orbital energy is -9.040 eV.

```
! RIJCOSX wB97M-V def2-TZVPD def2/J DEFGRID3
* xyz 0 1
N 2.24 -0.08 0.64
C 1.00 0.72 0.58
C -0.04 0.05 -0.40
N 0.01 -1.43 -0.18
C -1.40 0.73 -0.19
S -2.60 0.13 -1.42
H 2.94 0.49 1.10
H 1.95 -0.85 1.22
H 0.56 0.78 1.59
H 1.14 1.69 0.10
H 0.49 0.10 -1.35
H -0.94 -1.76 -0.33
H 0.54 -1.83 -0.93
H -1.74 0.57 0.83
H -1.22 1.80 -0.26
H -2.93 -1.12 -1.00
*
```

Now the Mulliken charges, all in e: -0.623, -0.873, 0.243, -0.605, -0.795, -0.218, 0.218, 0.277, 0.342, 0.411, 0.298, 0.166, 0.273, 0.383, 0.390, 0.113

***

(ii)
Density functional theory data (wB97M-V/def2-TZVPD) for a 2-piece molecular cluster, C3H10N2S overall.

As for the structure (SMILES): [H]/N=C/N.CSC. Its highest occupied orbital energy is -8.333 eV.

```
! RIJCOSX wB97M-V def2-TZVPD def2/J DEFGRID3
* xyz 0 1
H -2.69 -1.73 1.49
N -1.72 -1.44 1.43
C -1.58 -0.42 2.19
N -0.43 0.31 2.19
H -2.31 -0.02 2.90
H -0.17 0.83 3.01
H 0.36 -0.11 1.74
C 2.07 0.99 -1.25
S 1.68 -0.45 -2.31
C -0.09 -0.46 -2.09
H 1.17 1.60 -1.26
H 2.36 0.75 -0.23
H 2.91 1.56 -1.64
H -0.52 -0.72 -1.11
H -0.56 -1.24 -2.70
H -0.46 0.53 -2.36
*
```

Now the Mulliken charges, all in e: 0.223, -0.623, 0.095, -0.417, 0.296, 0.225, 0.217, -0.737, -0.072, -0.830, 0.217, 0.223, 0.325, 0.236, 0.322, 0.301

***

According to the calculations, the structures order from most to least stable as (ii), (i).